Entry 1:
The following is a quantum chemistry calculation of C23H72N12O13 as an isolated structure, from the OMol25 dataset.

```
120
Properties=species:S:1:pos:R:3:lowdin_charge:R:1
C 2.393 -4.167 -0.279 -0.108
C 1.135 -4.946 0.000 -0.299
O 1.595 -6.019 0.820 -0.084
H 2.735 -3.744 0.667 0.078
H 2.127 -3.267 -0.848 0.040
H 3.177 -4.593 -0.904 0.081
H 0.786 -5.283 -0.979 0.118
H 0.447 -4.323 0.566 0.094
H 2.016 -6.669 0.252 0.081
C -4.606 -0.142 4.291 -0.082
C -3.668 -0.725 3.250 -0.317
O -2.445 -0.009 3.348 -0.140
H -4.210 -0.349 5.287 0.074
H -5.624 -0.531 4.331 0.076
H -4.684 0.938 4.151 0.067
H -4.110 -0.766 2.253 0.113
H -3.451 -1.736 3.608 0.102
H -1.971 -0.095 2.490 0.040
C 2.104 -2.412 -4.239 -0.083
C 2.846 -3.646 -4.758 -0.341
O 1.932 -4.635 -5.166 -0.065
H 2.815 -1.750 -3.749 0.069
H 1.291 -2.751 -3.593 0.064
H 1.613 -1.955 -5.098 0.076
H 3.568 -4.009 -4.021 0.099
H 3.429 -3.253 -5.598 0.107
H 2.250 -5.468 -4.813 0.079
C 1.227 1.717 2.679 -0.057
C 2.232 0.678 3.154 -0.308
O 1.834 -0.605 2.744 -0.107
H 0.221 1.438 2.995 0.055
H 1.307 1.630 1.595 0.050
H 1.421 2.717 3.058 0.091
H 2.358 0.773 4.238 0.108
H 3.224 0.977 2.801 0.115
H 2.488 -1.280 2.953 0.114
C 1.852 2.532 -2.226 -0.621
O 0.928 1.733 -2.359 -0.058
N 2.173 3.470 -3.124 0.205
N 2.571 2.606 -1.060 0.171
H 1.660 3.528 -3.989 -0.021
H 2.939 4.115 -3.057 0.115
H 3.282 3.304 -0.950 0.095
H 2.201 2.087 -0.287 0.070
C -0.139 3.061 -4.509 -0.646
O 0.801 3.591 -5.117 -0.017
N -1.344 3.642 -4.333 0.169
N -0.024 1.880 -3.863 0.123
H -2.070 3.053 -3.958 0.083
H -1.329 4.503 -4.858 0.112
H -0.747 1.635 -3.208 0.075
H 0.885 1.467 -3.744 0.085
C -3.078 -4.151 0.833 -0.682
O -3.442 -3.734 -0.248 0.031
N -3.601 -5.232 1.485 0.147
N -2.214 -3.470 1.646 0.153
H -4.369 -5.749 1.095 0.102
H -3.262 -5.493 2.391 0.091
H -1.902 -2.541 1.411 0.059
H -1.578 -4.075 2.142 0.097
C -2.764 3.616 2.266 -0.679
O -2.456 4.776 1.983 0.012
N -3.783 2.970 1.732 0.181
N -2.174 2.937 3.289 0.167
H -3.968 1.996 1.893 0.080
H -4.337 3.426 1.024 0.120
H -1.690 3.537 3.935 0.108
H -2.306 1.953 3.475 0.053
C 0.908 -1.231 5.916 -0.702
O 2.117 -1.512 5.849 -0.010
N 0.103 -0.986 4.891 0.191
N 0.335 -1.244 7.136 0.147
H -0.846 -0.747 5.116 0.092
H 0.427 -1.072 3.941 0.072
H 1.008 -1.282 7.883 0.108
H -0.562 -0.806 7.261 0.095
C -3.715 0.399 -3.044 -0.655
O -2.654 0.988 -3.244 0.003
N -4.254 -0.473 -3.911 0.179
N -4.417 0.525 -1.893 0.149
H -3.715 -0.666 -4.738 0.119
H -5.192 -0.799 -3.774 0.104
H -4.127 1.235 -1.242 0.093
H -5.351 0.171 -1.791 0.111
C -0.523 6.865 -1.343 -0.054
C -1.365 5.591 -1.498 -0.444
C -0.716 4.336 -0.896 -0.051
O -2.496 5.797 -0.648 -0.100
H 0.536 6.721 -1.568 0.071
H -0.527 7.187 -0.298 0.077
H -0.957 7.719 -1.864 0.075
H -1.673 5.476 -2.533 0.112
H 0.260 4.270 -1.395 0.054
H -1.297 3.435 -1.083 0.073
H -0.419 4.366 0.153 0.080
H -2.231 5.821 0.277 0.037
C 4.403 -1.264 -0.591 -0.058
C 5.593 -2.152 -0.205 -0.461
C 6.240 -2.745 -1.433 -0.064
O 6.650 -1.261 0.213 -0.069
H 3.536 -1.803 -0.970 0.039
H 4.739 -0.546 -1.339 0.085
H 4.039 -0.736 0.294 0.068
H 5.252 -2.798 0.606 0.132
H 5.574 -3.407 -1.997 0.066
H 7.188 -3.244 -1.239 0.081
H 6.447 -1.960 -2.162 0.085
H 6.695 -1.248 1.174 0.085
C -0.150 -1.203 -0.758 -0.016
C -0.819 -0.165 0.162 -0.439
C -2.248 0.199 -0.248 -0.036
O -0.742 -0.764 1.428 -0.099
H 0.929 -1.115 -0.579 0.067
H -0.203 -1.073 -1.838 0.082
H -0.370 -2.228 -0.463 0.067
H -0.307 0.799 0.252 0.121
H -2.811 -0.743 -0.238 0.090
H -2.343 0.650 -1.229 0.043
H -2.649 0.760 0.600 0.059
H 0.187 -0.750 1.702 0.067
```

Calculated values
E: -69517.3841 eV
HOMO energy: -6.72 eV
energy above the lowest of the compared OMol25 structures with the same formula, charge and spin: 5.522 eV
total charge: 0
HOMO-LUMO gap: 6.947 eV


Entry 2:
The following is a quantum chemistry calculation of a 13-piece molecular cluster, C23H74N16O17 overall, from the OMol25 dataset.

```
130
Properties=species:S:1:pos:R:3:lowdin_charge:R:1
C 2.010 3.846 6.313 -0.600
O 1.833 2.771 5.763 0.026
N 3.142 4.618 6.052 0.132
N 1.146 4.434 7.271 0.143
H 2.834 5.557 5.912 0.082
H 3.609 4.301 5.166 0.117
H 1.692 4.969 7.955 0.103
H 0.404 3.894 7.635 0.074
C -2.496 -5.110 1.846 -0.659
O -1.682 -4.232 1.560 -0.014
N -3.000 -5.301 3.114 0.157
N -3.081 -5.888 0.913 0.177
H -2.563 -4.754 3.826 0.101
H -3.662 -6.038 3.111 0.084
H -3.866 -6.479 0.977 0.091
H -2.708 -5.766 -0.008 0.062
C 3.657 2.184 -3.279 -0.652
O 3.825 3.339 -3.617 0.023
N 4.159 1.115 -4.032 0.162
N 3.008 1.852 -2.101 0.170
H 4.741 1.448 -4.746 0.080
H 4.375 0.254 -3.565 0.058
H 2.465 2.598 -1.738 0.072
H 2.671 0.918 -1.873 0.069
C 3.229 4.433 1.698 -0.662
O 2.512 4.555 2.686 0.003
N 3.063 3.426 0.791 0.153
N 4.155 5.415 1.346 0.123
H 3.771 3.376 0.058 0.089
H 2.488 2.603 1.067 0.120
H 4.085 6.345 1.711 0.087
H 4.302 5.543 0.326 0.107
C -4.060 -2.006 -0.448 -0.577
O -4.145 -3.116 -0.953 0.008
N -4.784 -0.859 -0.925 0.125
N -3.174 -1.757 0.618 0.177
H -5.159 -1.109 -1.862 0.111
H -4.142 -0.063 -1.075 0.041
H -2.452 -2.429 0.817 0.050
H -3.129 -0.892 1.091 0.071
C -0.317 4.151 -4.438 -0.699
O -1.307 4.665 -4.011 0.044
N 0.119 2.962 -3.959 0.180
N 0.439 4.791 -5.405 0.142
H -0.576 2.558 -3.390 0.063
H 0.763 2.337 -4.456 0.083
H -0.033 5.513 -5.948 0.105
H 1.357 4.426 -5.687 0.103
C 3.780 -1.731 -1.136 -0.676
O 3.603 -1.319 -2.272 0.008
N 3.240 -2.869 -0.599 0.175
N 4.487 -1.051 -0.235 0.202
H 2.552 -3.359 -1.151 0.099
H 3.034 -2.940 0.399 0.105
H 5.006 -0.257 -0.426 0.088
H 4.641 -1.394 0.691 0.097
C 2.539 -0.510 4.844 -0.269
C 2.408 -1.788 4.111 -0.230
O 3.224 -1.811 2.909 -0.095
O 2.116 0.531 3.979 -0.100
H 3.606 -0.405 5.081 0.128
H 1.934 -0.550 5.777 0.123
H 1.306 -1.819 3.808 0.118
H 2.598 -2.611 4.802 0.122
H 2.833 -1.152 2.305 0.036
H 2.191 1.277 4.600 0.044
C -2.879 2.589 -1.486 -0.174
C -4.268 2.691 -1.000 -0.274
O -5.112 2.182 -2.003 -0.056
O -2.636 1.201 -2.029 -0.124
H -2.144 2.769 -0.732 0.112
H -2.774 3.303 -2.334 0.116
H -4.542 3.639 -0.663 0.109
H -4.293 2.078 -0.102 0.110
H -4.797 1.261 -2.183 0.067
H -1.802 0.875 -1.626 0.041
C 0.267 -0.733 0.773 -0.234
C 0.306 -0.736 -0.702 -0.217
O 0.045 0.608 -1.219 -0.100
O 1.403 -0.093 1.400 -0.123
H 0.223 -1.807 1.042 0.124
H -0.688 -0.292 1.093 0.103
H -0.559 -1.355 -1.104 0.121
H 1.268 -1.109 -1.099 0.096
H 0.532 0.508 -2.053 0.045
H 1.120 0.567 2.125 0.073
C 0.310 -1.301 -4.841 -0.245
C 0.032 -0.013 -5.512 -0.270
O 1.171 0.635 -6.030 -0.071
O 1.066 -1.016 -3.690 -0.084
H 0.963 -1.866 -5.551 0.145
H -0.580 -1.866 -4.576 0.113
H -0.393 0.633 -4.741 0.096
H -0.758 -0.193 -6.260 0.137
H 1.946 0.506 -5.414 0.088
H 1.798 -1.636 -3.699 0.071
C -0.686 -3.946 -2.041 -0.043
C -1.572 -4.670 -3.102 -0.401
C -0.740 -5.534 -4.004 -0.236
O -0.211 -4.818 -5.091 -0.203
C -1.052 -4.845 -6.280 -0.069
N -2.607 -5.435 -2.370 0.042
H -0.069 -3.237 -2.586 0.060
H -0.186 -4.536 -1.363 0.051
H -1.436 -3.429 -1.436 0.056
H -2.003 -3.824 -3.666 0.135
H -1.220 -6.451 -4.338 0.115
H 0.124 -5.991 -3.499 0.133
H -2.097 -4.697 -6.064 0.081
H -0.878 -5.820 -6.774 0.092
H -0.658 -4.079 -6.934 0.078
H -2.973 -6.123 -3.016 0.063
H -3.356 -4.780 -2.055 0.059
C -0.918 -0.191 4.905 -0.034
C -1.482 1.076 4.157 -0.380
C -1.871 2.247 5.090 -0.226
O -2.602 3.226 4.403 -0.180
C -2.642 4.490 5.069 -0.092
N -0.539 1.494 3.143 0.055
H -0.534 -0.962 4.203 0.071
H -1.678 -0.688 5.504 0.068
H -0.189 0.081 5.656 0.056
H -2.446 0.785 3.759 0.129
H -0.985 2.684 5.576 0.110
H -2.448 1.787 5.875 0.117
H -2.988 4.417 6.085 0.070
H -3.436 5.006 4.488 0.106
H -1.677 4.947 5.230 0.077
H 0.248 1.982 3.557 0.069
H -1.029 2.158 2.540 0.095
```

Calculated values
E: -83704.6808 eV
HOMO energy: -9.31 eV
energy above the lowest of the compared OMol25 structures with the same formula, charge and spin: 3.569 eV
total charge: 0
HOMO-LUMO gap: 9.784 eV


Q: energy above the lowest of the compared OMol25 structures with the same formula, charge and spin of number 2 (C23H74N16O17)?
A: 3.569 eV